The following is a DFT calculation (ωB97M-V/def2-TZVPD) of a 11-piece molecular cluster, C26H44N8O20S3 overall in a non-equilibrium geometry.

Last column: Löwdin charge in e.
Cartesian coordinates (Å):
S (30.17, 5.26, 16.98)  0.717
S (30.52, 22.61, 12.39)  0.718
S (21.58, 19.00, 13.03)  0.700
O (21.97, 17.51, 12.66)  -0.217
O (29.75, 21.14, 12.42)  -0.218
O (31.27, 22.73, 11.18)  -0.216
O (30.18, 6.76, 16.39)  -0.208
O (29.62, 23.67, 12.79)  -0.230
O (20.81, 19.10, 14.28)  -0.261
O (31.76, 5.08, 16.59)  -0.204
O (20.47, 18.94, 11.87)  -0.231
O (22.72, 8.96, 13.42)  0.078
O (29.89, 5.31, 18.44)  -0.241
O (20.56, 13.61, 6.26)  0.083
O (25.98, 12.55, 10.50)  0.076
O (21.66, 7.72, 14.84)  0.042
O (29.42, 4.42, 16.08)  -0.244
O (22.77, 13.60, 17.47)  -0.009
O (19.09, 12.06, 6.89)  0.013
O (20.71, 13.02, 17.89)  0.100
O (27.76, 11.55, 11.34)  0.027
O (22.73, 19.88, 12.76)  -0.246
O (31.46, 22.05, 13.60)  -0.188
N (20.19, 12.49, 6.38)  -0.417
N (35.01, 8.50, 6.30)  0.023
N (29.42, 16.66, 6.25)  -0.007
N (26.86, 12.43, 11.31)  -0.409
N (21.66, 13.66, 18.16)  -0.422
N (24.98, 5.46, 6.51)  -0.018
N (22.65, 8.37, 14.46)  -0.434
N (27.83, 19.72, 19.80)  0.008
C (23.66, 3.81, 7.22)  -0.110
C (27.23, 16.19, 6.49)  -0.118
C (21.40, 14.85, 18.96)  0.025
C (27.43, 17.77, 18.78)  -0.156
C (28.84, 17.60, 7.10)  -0.124
C (32.17, 6.02, 15.61)  -0.187
C (25.05, 5.56, 7.89)  -0.126
C (33.34, 7.63, 7.48)  -0.139
C (24.33, 4.44, 8.36)  -0.097
C (27.01, 19.02, 18.89)  -0.154
C (35.08, 7.09, 6.18)  -0.124
C (23.98, 4.55, 6.15)  -0.160
C (28.46, 15.76, 5.83)  -0.100
C (28.75, 18.81, 20.27)  -0.134
C (30.83, 21.20, 14.41)  -0.258
C (26.85, 13.50, 12.46)  0.048
C (21.23, 16.74, 11.75)  -0.163
C (29.95, 20.33, 13.55)  -0.162
C (20.11, 17.65, 11.29)  -0.105
C (23.88, 8.28, 15.30)  0.030
C (30.92, 6.78, 15.16)  -0.157
C (28.56, 17.59, 19.61)  -0.096
C (33.95, 8.75, 7.14)  -0.173
C (34.04, 6.59, 6.89)  -0.141
C (21.22, 11.46, 5.95)  0.037
C (27.52, 17.27, 7.22)  -0.177
H (26.34, 19.62, 18.30)  0.105
H (25.88, 13.90, 12.76)  0.085
H (22.40, 15.17, 19.26)  0.095
H (26.89, 17.06, 18.18)  0.098
H (21.88, 16.30, 10.98)  0.130
H (23.80, 8.90, 16.20)  0.099
H (22.14, 11.92, 5.59)  0.094
H (26.82, 17.86, 7.80)  0.100
H (27.79, 20.72, 19.96)  0.142
H (32.65, 5.52, 14.77)  0.130
H (31.32, 7.78, 14.98)  0.135
H (33.72, 5.56, 6.90)  0.098
H (24.76, 8.52, 14.70)  0.092
H (20.73, 14.79, 19.82)  0.102
H (35.82, 6.60, 5.58)  0.102
H (32.99, 6.62, 16.01)  0.128
H (27.36, 13.23, 13.38)  0.084
H (35.69, 9.10, 5.85)  0.143
H (23.03, 2.93, 7.26)  0.090
H (19.06, 17.48, 11.55)  0.135
H (29.44, 19.19, 21.01)  0.100
H (31.58, 20.66, 14.99)  0.141
H (25.71, 6.20, 8.45)  0.100
H (29.07, 16.64, 19.73)  0.086
H (30.46, 6.33, 14.29)  0.133
H (20.20, 17.75, 10.21)  0.128
H (33.67, 9.78, 7.30)  0.109
H (23.84, 4.37, 5.10)  0.104
H (27.34, 14.37, 12.02)  0.088
H (24.13, 7.30, 15.70)  0.094
H (20.99, 15.58, 18.27)  0.109
H (26.23, 15.78, 6.43)  0.087
H (20.98, 15.79, 12.22)  0.130
H (24.42, 4.06, 9.37)  0.078
H (30.33, 16.57, 5.82)  0.142
H (21.40, 10.79, 6.79)  0.096
H (28.93, 20.12, 13.87)  0.145
H (30.34, 21.85, 15.13)  0.132
H (32.48, 7.44, 8.10)  0.103
H (25.47, 6.13, 5.95)  0.138
H (29.49, 18.29, 7.63)  0.102
H (20.75, 10.83, 5.20)  0.094
H (28.57, 14.99, 5.08)  0.094
H (30.65, 19.57, 13.21)  0.135

The calculation puts the LUMO energy at -0.01264 Ha. The SMILES is C[N+](=O)[O-].C[N+](=O)[O-].C[N+](=O)[O-].C[N+](=O)[O-].O=S1(=O)OCCO1.O=S1(=O)OCCO1.O=S1(=O)OCCO1.c1cc[nH]c1.c1cc[nH]c1.c1cc[nH]c1.c1cc[nH]c1. The calculation puts the HOMO energy at -8.10 eV. As for the net charge: 0. Its multiplicity is 1. Its HOMO-LUMO gap is 7.76 eV. As for the total energy: -113031.1025 eV.



The following is a DFT calculation (ωB97M-V/def2-TZVPD) of a 3-piece molecular cluster, C47H42I2N2O6 overall in a non-equilibrium geometry.

Last column: Löwdin charge in e.
Cartesian coordinates (Å):
I (-2.66, 1.18, -4.63)  0.878
I (3.96, -0.21, 1.77)  0.891
O (0.96, -1.65, 2.27)  -0.068
O (-2.99, 8.11, 0.14)  0.097
O (-2.50, 5.61, -4.56)  0.089
O (0.91, -2.84, 9.97)  0.094
O (1.40, -5.33, 5.27)  0.097
O (3.29, 1.12, -1.03)  -0.095
N (-1.54, -3.56, -2.49)  -0.052
N (2.08, 0.26, 0.97)  -0.410
C (1.49, 1.20, -4.87)  -0.198
C (-2.31, -0.50, -1.72)  -0.121
C (-3.62, 10.33, -3.35)  -0.058
C (1.46, -4.82, 8.83)  -0.086
C (-3.10, 8.34, -4.62)  0.005
C (0.90, 1.92, -3.52)  -0.162
C (1.03, -0.35, -5.10)  -0.220
C (-3.05, -3.62, -2.34)  -0.273
C (-2.92, 7.63, -3.43)  -0.086
C (-2.33, 5.47, -2.22)  -0.080
C (-1.70, 3.43, -1.07)  -0.049
C (0.67, 0.41, -1.17)  0.011
C (-2.58, 6.19, -3.48)  -0.276
C (1.74, -5.51, 10.02)  0.005
C (-0.02, -0.54, -0.02)  -0.008
C (2.12, -6.85, 9.98)  -0.060
C (-0.02, 0.95, -2.57)  -0.122
C (1.93, -6.83, 7.57)  0.005
C (1.00, -0.81, 1.23)  -0.298
C (3.78, -2.04, -2.53)  -0.222
C (0.46, -1.25, 5.25)  -0.054
C (-3.44, 9.70, -4.58)  -0.058
C (-1.97, 4.11, -2.26)  -0.012
C (1.57, -5.48, 7.61)  -0.086
C (5.12, -4.32, -2.67)  -0.155
C (-3.44, 9.63, -2.16)  0.006
C (2.20, -7.52, 8.75)  -0.061
C (1.77, -1.46, -4.15)  -0.221
C (1.32, -4.75, 6.35)  -0.278
C (-2.16, 5.43, 0.19)  0.009
C (-3.88, -1.01, -1.97)  -0.193
C (-2.44, 6.12, -0.99)  -0.086
C (0.82, -2.67, 7.63)  -0.089
C (0.80, -2.60, 5.21)  0.011
C (-3.77, -2.29, -3.03)  -0.203
C (0.98, -3.32, 6.40)  -0.083
C (3.61, -3.68, -2.68)  -0.265
C (-3.08, 8.27, -2.20)  -0.085
C (-1.78, 4.09, 0.15)  -0.043
C (-1.58, 0.50, -2.84)  -0.503
C (0.46, -1.32, 7.67)  0.003
C (1.05, -3.40, 8.89)  -0.280
C (0.28, -0.61, 6.48)  -0.054
C (-2.85, 7.54, -0.94)  -0.278
C (3.39, -1.24, -3.94)  -0.191
C (2.15, 0.67, -0.51)  -0.331
C (-1.56, -1.01, -0.33)  0.050
H (-2.10, -1.69, 0.49)  0.117
H (-3.11, -2.01, -3.98)  0.094
H (-4.51, -0.12, -2.40)  0.091
H (-3.45, -4.56, -2.96)  0.112
H (-3.57, 10.13, -1.21)  0.122
H (-1.56, 3.56, 1.07)  0.110
H (-1.23, -3.87, -3.44)  0.074
H (-1.05, -4.08, -1.73)  0.077
H (-3.57, 10.25, -5.51)  0.107
H (-0.12, -0.52, -4.99)  0.060
H (3.97, -1.70, -4.88)  0.127
H (-1.89, 3.59, -3.21)  0.029
H (3.72, -0.13, -3.77)  0.095
H (-3.89, 11.39, -3.32)  0.108
H (0.93, -3.09, 4.25)  0.107
H (1.18, -1.55, -3.12)  0.105
H (2.95, -3.98, -3.60)  0.096
H (-2.23, 5.94, 1.15)  0.122
H (0.33, -0.69, 4.32)  0.089
H (2.01, -7.35, 6.62)  0.121
H (5.10, -5.34, -3.27)  0.078
H (-4.87, -2.54, -3.37)  0.111
H (-3.39, -3.72, -1.22)  0.119
H (1.63, -2.51, -4.68)  0.110
H (0.33, -0.81, 8.62)  0.120
H (-1.41, 2.38, -1.11)  0.064
H (1.29, -0.62, -6.24)  0.122
H (0.29, 2.90, -3.82)  0.114
H (-4.32, -1.44, -0.96)  0.116
H (1.67, -5.00, 10.98)  0.121
H (1.81, 2.30, -2.87)  0.120
H (2.93, -1.71, -1.76)  0.088
H (2.67, 1.38, -4.93)  0.115
H (3.05, -4.06, -1.71)  0.110
H (-2.97, 7.85, -5.58)  0.121
H (4.83, -1.70, -2.14)  0.115
H (5.42, -4.47, -1.53)  0.088
H (2.49, -8.56, 8.72)  0.107
H (2.34, -7.39, 10.90)  0.107
H (5.84, -3.52, -3.16)  0.076
H (0.01, 0.44, 6.51)  0.107
H (1.05, 1.82, -5.79)  0.115

The calculation puts the LUMO energy at -0.06307 Ha. The SMILES is CCCCCCCCc1c(I)c(CCCN)cc2c1C(=O)N(I)C2=O.O=C1c2ccccc2C(=O)c2ccccc21.O=C1c2ccccc2C(=O)c2ccccc21. The calculation puts the HOMO energy at -8.84 eV. As for the net charge: 0. Its multiplicity is 1. Its HOMO-LUMO gap is 7.12 eV. As for the total energy: -80873.4521 eV.



The following is a DFT calculation (ωB97M-V/def2-TZVPD) of C16H18ClO2PRe as an isolated structure in a non-equilibrium geometry.

Last column: Mulliken spin population.
Cartesian coordinates (Å):
Re (-0.34, -0.01, -0.13)  1.979
Cl (-2.14, 1.57, -0.78)  0.450
P (-0.14, 1.95, 1.48)  -0.043
O (0.36, -1.92, 2.20)  0.149
O (-3.32, -0.72, 0.66)  0.059
C (-0.08, 0.66, 3.96)  0.026
C (2.09, 1.46, 3.19)  0.018
C (0.71, 1.36, 3.02)  0.072
C (1.90, 0.24, 5.29)  0.074
C (0.43, -1.55, -1.40)  0.006
C (0.29, 0.62, -2.26)  0.212
C (0.93, 3.21, 0.68)  0.013
C (1.61, -0.80, -0.99)  0.003
C (-2.22, -0.51, 0.33)  -0.067
C (0.51, 0.12, 5.11)  0.000
C (1.53, 0.51, -1.54)  0.003
C (-0.39, -0.68, -2.21)  0.008
C (2.70, 0.90, 4.33)  0.003
C (-0.15, 1.84, -3.00)  -0.004
C (-1.44, 3.00, 2.24)  0.031
C (0.09, -1.25, 1.31)  -0.036
H (3.79, 1.01, 4.48)  0.000
H (0.24, 2.78, -2.59)  0.002
H (0.16, 1.75, -4.04)  0.014
H (0.33, 3.61, -0.15)  0.002
H (-1.24, 1.92, -2.99)  0.002
H (1.26, 4.03, 1.35)  -0.001
H (2.69, 1.96, 2.42)  -0.002
H (2.26, 1.33, -1.45)  0.001
H (-1.16, 0.56, 3.79)  -0.005
H (-1.12, 3.89, 2.85)  0.003
H (-1.36, -0.92, -2.66)  0.000
H (-2.01, 3.32, 1.38)  0.001
H (2.45, -1.19, -0.41)  0.011
H (2.37, -0.18, 6.19)  0.002
H (-0.12, -0.40, 5.85)  0.000
H (0.25, -2.60, -1.25)  0.015
H (1.80, 2.66, 0.29)  -0.002
H (-2.09, 2.37, 2.86)  -0.002

The calculation puts the LUMO energy (alpha / beta) at -0.25785 / -0.41407 Ha. The expectation value of S² is 3.78. The calculation puts the HOMO energy (alpha / beta) at -14.30 / -15.43 eV. As for the net charge: +2. Its multiplicity is 4. Its HOMO-LUMO gap (alpha / beta) is 7.28 / 4.16 eV. As for the total energy: -44901.7531 eV.



The following is a DFT calculation (ωB97M-V/def2-TZVPD) of the molecule C7H10N2O2 in a non-equilibrium geometry.

Last column: natural (NBO) charge in e.
Cartesian coordinates (Å):
O (-1.09, 0.25, 1.83)  -0.480
O (-2.74, -2.35, -0.14)  -0.239
N (-3.03, 2.01, -0.56)  -0.255
N (-2.67, -1.22, 0.25)  0.175
C (0.74, 0.04, 0.17)  -0.167
C (1.07, -1.33, -0.11)  -0.629
C (0.81, 1.01, -1.10)  -0.628
C (-1.86, -0.24, -0.42)  -0.379
C (-0.75, 0.05, 0.69)  0.661
C (-2.56, 0.97, -0.58)  0.258
C (1.53, 0.51, 1.37)  -0.601
H (-0.20, 1.42, -1.44)  0.224
H (2.61, 0.66, 1.18)  0.213
H (-1.28, -0.56, -1.41)  0.247
H (1.10, 0.56, -2.01)  0.219
H (1.13, -1.96, 0.75)  0.231
H (2.17, -1.23, -0.44)  0.222
H (1.45, 2.00, -1.05)  0.243
H (1.25, 1.41, 1.77)  0.227
H (1.55, -0.12, 2.21)  0.226
H (0.78, -1.88, -0.96)  0.232

The calculation puts the LUMO energy (alpha / beta) at -0.02401 / -0.02400 Ha. The SMILES is CC(C)(C)C(=O)[C@H](C#N)N=O. The calculation puts the HOMO energy (alpha / beta) at -9.69 / -9.69 eV. As for the net charge: 0. Its multiplicity is 1. Its HOMO-LUMO gap (alpha / beta) is 9.04 / 9.04 eV. As for the total energy: -14491.6183 eV.



The following is a DFT calculation (ωB97M-V/def2-TZVPD) of a 2-piece molecular cluster, C25H32N2O6 overall in a non-equilibrium geometry.

Last column: natural (NBO) charge in e.
Cartesian coordinates (Å):
O (3.32, -2.25, 3.75)  -0.673
O (-4.43, -4.33, -0.13)  -0.625
O (-0.90, -5.85, -0.49)  -0.628
O (3.44, 5.96, -0.61)  -0.507
O (2.08, -1.72, 1.94)  -0.600
O (2.25, 6.18, -2.56)  -0.605
N (-3.38, -3.63, -2.00)  -0.622
N (-2.55, -6.53, -1.76)  -0.607
C (-0.59, 4.16, 0.78)  -0.200
C (1.32, 3.35, 2.04)  -0.067
C (-1.28, -1.59, -1.15)  -0.210
C (2.07, 4.44, 1.57)  -0.224
C (-2.01, -4.04, -1.66)  -0.127
C (1.95, 2.36, 2.93)  0.028
C (3.20, 5.74, -1.92)  0.798
C (-1.81, -5.53, -1.26)  0.681
C (-3.55, -6.52, -2.83)  -0.407
C (-0.01, 3.22, 1.64)  -0.201
C (-1.41, -3.04, -0.64)  -0.403
C (2.36, 6.51, 0.17)  -0.117
C (1.51, 5.38, 0.70)  0.036
C (-0.97, -0.64, 0.01)  -0.609
C (-0.16, -1.44, -2.18)  -0.608
C (4.22, 4.92, -2.69)  -0.712
C (-5.76, -3.26, -1.77)  -0.709
C (-4.46, -3.79, -1.22)  0.669
C (2.56, 2.76, 4.12)  -0.197
C (3.17, 1.82, 4.95)  -0.217
C (2.59, 0.04, 3.38)  -0.174
C (3.19, 0.47, 4.58)  -0.160
C (2.64, -1.38, 2.97)  0.773
C (1.96, 1.01, 2.57)  -0.170
C (0.17, 5.24, 0.31)  -0.228
H (-3.61, -7.51, -3.28)  0.210
H (3.22, -3.10, 3.30)  0.504
H (0.79, -1.74, -1.75)  0.212
H (-1.42, -3.95, -2.57)  0.219
H (1.49, 0.71, 1.64)  0.240
H (1.76, 7.22, -0.40)  0.214
H (3.11, 4.54, 1.86)  0.218
H (-0.37, -2.05, -3.06)  0.192
H (-4.52, -6.26, -2.42)  0.196
H (2.78, 7.07, 1.01)  0.202
H (3.68, -0.25, 5.23)  0.229
H (-6.54, -3.39, -1.02)  0.246
H (-0.03, -0.92, 0.48)  0.222
H (-6.03, -3.82, -2.67)  0.222
H (-3.26, -5.80, -3.61)  0.196
H (-5.65, -2.21, -2.01)  0.222
H (-3.52, -3.16, -2.88)  0.396
H (4.89, 4.40, -1.99)  0.223
H (-2.03, -3.05, 0.25)  0.227
H (-2.33, -7.43, -1.35)  0.408
H (2.56, 3.81, 4.41)  0.219
H (-1.76, -0.70, 0.76)  0.207
H (-0.09, -0.40, -2.50)  0.208
H (-2.22, -1.27, -1.60)  0.183
H (-1.62, 4.06, 0.48)  0.218
H (4.81, 5.57, -3.33)  0.242
H (-0.60, 2.38, 1.99)  0.222
H (-0.41, -3.38, -0.34)  0.238
H (3.64, 2.13, 5.88)  0.219
H (-0.28, 5.95, -0.38)  0.222
H (3.71, 4.17, -3.31)  0.244
H (-0.91, 0.38, -0.35)  0.203

The calculation puts the LUMO energy at 0.00969 Ha. The SMILES is CC(=O)OCc1cccc(-c2cccc(C(=O)O)c2)c1.CNC(=O)[C@H](CC(C)C)NC(C)=O. The calculation puts the HOMO energy at -9.01 eV. As for the net charge: 0. Its multiplicity is 1. Its HOMO-LUMO gap is 9.27 eV. As for the total energy: -41711.3686 eV.